(1)
{"formula": "C9H10N4", "method": "wB97M-V/def2-TZVPD", "smiles": "N#C/N=C(/N)NCc1ccccc1", "de_lowest_kcal_mol": 33.9, "gap_ev": 9.84, "lumo_energy_ev": 0.54, "charge": 0, "elements": ["N", "C", "N", "C", "N", "N", "C", "C", "C", "C", "C", "C", "C", "H", "H", "H", "H", "H", "H", "H", "H", "H", "H"], "xyz": [[2.842, -3.095, -1.135], [2.837, -2.421, -0.174], [2.776, -1.622, 0.884], [2.207, -0.467, 0.560], [1.886, 0.459, 1.549], [1.842, 0.023, -0.735], [0.856, 1.118, -0.888], [-0.547, 0.641, -0.517], [-0.912, -0.758, -0.581], [-2.190, -1.072, -0.089], [-3.160, -0.141, 0.372], [-2.700, 1.146, 0.440], [-1.462, 1.558, -0.061], [1.144, 1.085, 1.442], [1.883, 0.092, 2.481], [1.784, -0.677, -1.504], [0.947, 1.457, -1.910], [1.172, 1.947, -0.361], [-0.188, -1.404, -0.993], [-2.494, -2.115, -0.058], [-4.203, -0.334, 0.544], [-3.132, 2.021, 0.865], [-1.188, 2.558, -0.132]]}


(2)
{"formula": "C3H8NO2", "method": "wB97M-V/def2-TZVPD", "de_lowest_kcal_mol": 59.5, "gap_ev": 11.01, "lumo_energy_ev": -4.21, "charge": 1, "elements": ["C", "C", "C", "N", "O", "O", "H", "H", "H", "H", "H", "H", "H", "H"], "xyz": [[0.638, 1.235, 0.138], [1.981, -1.191, -0.114], [-1.586, 0.210, 0.223], [-0.472, 0.853, -0.441], [2.024, -0.028, 0.196], [-1.518, -1.157, -0.072], [0.634, 1.343, 1.218], [1.300, 1.905, -0.398], [1.047, -1.688, -0.425], [2.880, -1.813, -0.078], [-1.514, 0.397, 1.304], [-2.505, 0.668, -0.167], [-0.532, 0.841, -1.454], [-2.376, -1.574, 0.070]]}


(3)
{"formula": "C37H32BBr2N5O6SSbTi", "method": "wB97M-V/def2-TZVPD", "de_lowest_kcal_mol": 0.0, "gap_ev": 7.52, "lumo_energy_ev": -3.49, "charge": 1, "elements": ["Ti", "O", "C", "O", "C", "O", "C", "C", "O", "O", "H", "H", "H", "H", "H", "Br", "C", "C", "C", "Br", "C", "C", "C", "C", "N", "C", "C", "O", "H", "H", "H", "H", "B", "N", "C", "C", "C", "N", "N", "C", "C", "C", "N", "H", "H", "H", "H", "H", "H", "H", "H", "S", "Sb", "C", "C", "C", "C", "C", "C", "C", "C", "C", "C", "C", "C", "C", "C", "C", "C", "C", "C", "H", "H", "H", "H", "H", "H", "H", "H", "H", "H", "H", "H", "H", "H", "H"], "xyz": [[-0.308, -1.000, -0.905], [0.974, -1.847, 3.789], [0.034, -1.391, 2.961], [-0.061, -0.242, 2.617], [-0.881, -2.503, 2.483], [-1.667, -2.093, 1.391], [-2.681, -1.152, 1.708], [-2.677, -0.041, 0.673], [-3.641, 0.641, 0.475], [-1.523, 0.094, 0.020], [1.545, -1.098, 4.031], [-1.495, -2.833, 3.327], [-0.280, -3.353, 2.170], [-2.519, -0.685, 2.679], [-3.661, -1.631, 1.707], [3.663, -2.421, 1.648], [2.442, -3.590, 0.839], [2.713, -4.978, 0.834], [1.893, -5.850, 0.184], [2.304, -7.691, 0.206], [0.752, -5.389, -0.528], [-0.120, -6.180, -1.306], [-1.134, -5.571, -1.989], [-1.305, -4.178, -1.895], [-0.538, -3.414, -1.151], [0.486, -4.013, -0.488], [1.325, -3.112, 0.214], [0.952, -1.832, 0.158], [3.592, -5.339, 1.350], [0.034, -7.249, -1.367], [-1.810, -6.140, -2.611], [-2.096, -3.694, -2.451], [-0.760, -0.300, -4.275], [0.524, -1.100, -3.914], [1.511, -1.476, -4.725], [2.562, -1.971, -3.962], [2.123, -1.858, -2.656], [0.881, -1.338, -2.635], [-1.948, -1.019, -3.571], [-3.158, -1.278, -4.066], [-3.986, -1.707, -3.037], [-3.179, -1.672, -1.912], [-1.945, -1.262, -2.247], [-0.665, 0.817, -3.833], [-0.929, -0.355, -5.461], [1.402, -1.354, -5.789], [3.506, -2.351, -4.310], [2.626, -2.109, -1.737], [-3.348, -1.123, -5.115], [-5.022, -1.991, -3.095], [-3.411, -1.952, -0.897], [1.071, 0.990, -1.118], [0.595, 2.540, 0.544], [1.062, 4.387, -0.327], [0.544, 5.553, 0.229], [0.878, 6.783, -0.318], [1.721, 6.846, -1.419], [2.233, 5.682, -1.976], [1.906, 4.449, -1.431], [-1.331, 2.836, 1.276], [-1.647, 2.490, 2.585], [-2.909, 2.791, 3.079], [-3.837, 3.432, 2.270], [-3.513, 3.775, 0.964], [-2.257, 3.480, 0.462], [1.912, 2.264, 2.149], [1.893, 3.166, 3.207], [2.754, 2.984, 4.281], [3.631, 1.909, 4.288], [3.654, 1.017, 3.221], [2.791, 1.190, 2.148], [-0.134, 5.511, 1.076], [0.474, 7.690, 0.112], [1.977, 7.806, -1.847], [2.885, 5.733, -2.838], [2.301, 3.543, -1.876], [-0.923, 1.981, 3.210], [-3.166, 2.529, 4.097], [-4.820, 3.664, 2.658], [-4.242, 4.264, 0.332], [-2.010, 3.743, -0.560], [1.213, 4.012, 3.208], [2.740, 3.683, 5.107], [4.307, 1.771, 5.122], [4.355, 0.192, 3.226], [2.795, 0.488, 1.322]]}


(4)
{"formula": "CH7N2O", "method": "wB97M-V/def2-TZVPD", "s2": 0.786, "de_lowest_kcal_mol": 15.7, "gap_ev": [13.87, 7.71], "lumo_energy_ev": [-9.48, -14.92], "spin_multiplicity": 2, "charge": 2, "elements": ["N", "H", "H", "H", "H", "C", "N", "O", "H", "H", "H"], "xyz": [[1.888, -1.076, -0.485], [2.758, -1.343, -0.916], [1.938, -0.471, 0.390], [1.265, -0.524, -1.104], [1.307, -2.023, -0.215], [-1.128, 0.591, 0.846], [-1.970, 1.134, -0.060], [-0.124, 0.025, 0.447], [-1.536, 0.620, 1.843], [-2.759, 1.800, 0.249], [-1.640, 1.265, -0.996]]}


(5)
{"formula": "C11H18BCl10N2O3", "method": "wB97M-V/def2-TZVPD", "gap_ev": 7.25, "lumo_energy_ev": -4.90, "charge": 1, "elements": ["N", "B", "O", "O", "C", "O", "C", "C", "C", "N", "C", "C", "H", "H", "H", "H", "H", "H", "H", "H", "C", "Cl", "Cl", "H", "H", "C", "Cl", "Cl", "H", "H", "C", "Cl", "Cl", "H", "H", "C", "Cl", "Cl", "H", "H", "C", "Cl", "Cl", "H", "H"], "xyz": [[2.115, 0.072, -1.454], [2.690, 1.462, -1.255], [4.177, 1.592, -1.453], [1.953, 2.674, -0.844], [0.900, 3.043, -1.803], [0.908, 4.220, -2.449], [-0.383, 2.051, -2.093], [-0.815, 1.441, -3.555], [-2.128, 0.417, -3.617], [-2.889, 0.068, -2.355], [-2.540, 0.596, -0.953], [-1.277, 1.621, -0.750], [2.220, -0.521, -0.577], [2.615, -0.415, -2.257], [4.646, 1.503, -0.560], [-0.194, 1.692, -4.531], [-2.459, -0.038, -4.669], [-3.691, -0.601, -2.414], [-3.136, 0.281, 0.020], [-0.980, 2.061, 0.303], [-4.564, 1.037, 2.980], [-4.570, 2.701, 2.383], [-3.570, -0.003, 1.953], [-4.161, 1.025, 3.995], [-5.589, 0.657, 2.985], [-3.681, 4.361, -2.406], [-4.939, 4.588, -1.185], [-2.528, 3.117, -1.909], [-4.149, 4.057, -3.346], [-3.148, 5.304, -2.548], [3.864, -0.428, 2.609], [4.589, 0.583, 1.353], [2.424, -1.257, 2.007], [4.595, -1.174, 2.931], [3.584, 0.203, 3.456], [3.882, -4.873, 0.444], [2.124, -4.680, 0.423], [4.691, -3.314, 0.640], [4.158, -5.525, 1.276], [4.201, -5.324, -0.499], [0.081, -4.859, 4.016], [0.938, -6.289, 3.427], [0.974, -3.381, 3.638], [-0.902, -4.812, 3.541], [-0.036, -4.936, 5.100]]}


(6)
{"formula": "C10H19N3O4", "method": "wB97M-V/def2-TZVPD", "smiles": "CC[C@H](C)[C@H](NC(=O)[C@@H](N)CC(N)=O)C(=O)O", "de_lowest_kcal_mol": 109.9, "gap_ev": 10.00, "lumo_energy_ev": 0.26, "charge": 0, "elements": ["C", "C", "C", "C", "C", "N", "C", "O", "C", "N", "C", "C", "N", "O", "C", "O", "O", "H", "H", "H", "H", "H", "H", "H", "H", "H", "H", "H", "H", "H", "H", "H", "H", "H", "H", "H"], "xyz": [[-1.546, 2.802, -3.181], [-0.622, 1.853, -2.431], [-1.491, 1.022, -1.431], [-1.862, 1.758, -0.078], [-0.910, -0.290, -1.006], [0.475, 0.092, -0.600], [1.114, -0.017, 0.602], [2.139, 0.574, 0.983], [0.448, -1.092, 1.598], [0.260, -2.503, 1.124], [1.193, -0.830, 2.848], [2.452, -1.679, 2.987], [3.643, -1.022, 3.249], [2.580, -2.802, 2.600], [-1.108, -1.435, -1.867], [-1.726, -1.251, -2.827], [-0.706, -2.657, -1.355], [-2.230, 3.218, -2.297], [-0.999, 3.562, -3.901], [-2.239, 2.190, -3.842], [0.067, 2.446, -1.886], [-0.097, 1.136, -3.186], [-2.425, 0.874, -2.179], [-0.943, 1.975, 0.656], [-2.370, 2.635, -0.385], [-2.509, 1.020, 0.466], [-1.580, -0.446, -0.040], [1.062, 0.362, -1.457], [-0.608, -0.643, 1.688], [-0.797, -2.802, 1.437], [0.934, -3.193, 1.379], [0.459, -1.070, 3.748], [1.678, 0.358, 2.695], [4.544, -1.569, 3.250], [3.806, -0.057, 3.108], [-0.086, -2.520, -0.468]]}


no.,maximum force (eV/Å)
1,3.89
2,1.23
3,0.48
4,3.90
5,9.16
6,4.96